{"formula": "C6H8", "method": "ωB97M-V/def2-TZVPD", "e_lumo_ev": 1.1, "e_homo_ev": -7.818, "e_above_lowest_kcal_mol": 114.2, "fmax_ev_per_a": 1.6, "gap_ev": 8.890, "species": ["C", "C", "C", "C", "C", "C", "H", "H", "H", "H", "H", "H", "H", "H"], "coordinates": [[-1.176, -0.472, -0.103], [0.864, 0.100, -0.634], [-1.033, 0.593, -1.144], [-0.220, -0.352, 1.093], [0.148, -1.154, -0.140], [0.825, 0.711, 0.755], [0.564, 1.776, 0.807], [-2.110, -1.013, 0.052], [-1.269, 1.600, -0.771], [-0.477, -0.722, 2.079], [0.347, -2.204, -0.314], [1.769, 0.524, 1.280], [1.785, 0.079, -1.237], [-0.017, 0.534, -1.722]]}

---

{"formula": "C6H8", "method": "ωB97M-V/def2-TZVPD", "e_lumo_ev": 0.9, "e_homo_ev": -9.304, "e_above_lowest_kcal_mol": 71.2, "fmax_ev_per_a": 2.2, "gap_ev": 10.223, "smiles": "C#CC1CCC1", "species": ["C", "C", "C", "C", "C", "C", "H", "H", "H", "H", "H", "H", "H", "H"], "coordinates": [[0.407, -0.206, 0.358], [-0.861, -1.036, 0.068], [1.784, -0.325, 0.000], [2.982, -0.144, 0.135], [-1.603, 0.224, -0.433], [-0.394, 1.101, -0.014], [0.017, 1.725, -0.826], [-1.800, 0.206, -1.510], [-0.583, 1.755, 0.837], [0.813, -0.523, 1.360], [-0.793, -1.890, -0.604], [-1.247, -1.368, 1.038], [-2.547, 0.457, 0.074], [3.823, 0.023, -0.484]]}

---

{"formula": "C6H8", "method": "ωB97M-V/def2-TZVPD", "e_lumo_ev": 1.0, "e_homo_ev": -8.309, "e_above_lowest_kcal_mol": 98.0, "fmax_ev_per_a": 5.0, "gap_ev": 9.320, "smiles": "C=CC1=C(C)C1", "species": ["C", "C", "C", "C", "C", "C", "H", "H", "H", "H", "H", "H", "H", "H"], "coordinates": [[-0.842, -0.274, -1.615], [0.191, 0.467, 0.423], [0.433, 0.046, -1.836], [0.888, 0.793, -0.664], [1.370, 1.417, 0.637], [-0.634, -0.486, 1.082], [-1.678, -0.195, 1.294], [-0.778, -1.272, 0.270], [-1.321, -1.105, -2.119], [-0.148, -0.874, 1.908], [2.291, 1.051, 0.986], [1.176, -0.434, -2.382], [-1.505, 0.340, -1.021], [1.182, 2.446, 0.901]]}

---

{"formula": "C6H8", "method": "ωB97M-V/def2-TZVPD", "e_lumo_ev": 0.9, "e_homo_ev": -8.565, "e_above_lowest_kcal_mol": 101.9, "fmax_ev_per_a": 1.9, "gap_ev": 9.424, "smiles": "C=CC=C.C#C", "species": ["C", "C", "C", "C", "C", "C", "H", "H", "H", "H", "H", "H", "H", "H"], "coordinates": [[0.140, 0.920, 0.563], [0.904, -0.826, -0.997], [-1.508, -0.802, -0.979], [-1.787, -0.100, -0.036], [0.873, 0.451, -0.618], [0.635, 0.486, 1.724], [0.545, 1.050, 2.642], [-0.381, 1.876, 0.506], [-1.552, -1.456, -1.813], [0.573, -1.617, -0.328], [1.389, -1.144, -1.909], [-2.454, 0.356, 0.646], [1.215, -0.432, 1.741], [1.409, 1.238, -1.142]]}

---

{"formula": "C6H8", "method": "ωB97M-V/def2-TZVPD", "e_lumo_ev": [-0.2, -0.3], "e_homo_ev": [-8.897, -8.714], "e_above_lowest_kcal_mol": 136.5, "fmax_ev_per_a": 3.6, "gap_ev": [8.712, 8.404], "species": ["C", "C", "C", "C", "C", "C", "H", "H", "H", "H", "H", "H", "H", "H"], "coordinates": [[-2.293, -0.076, -0.126], [-0.817, 0.006, 0.124], [1.414, -1.387, 0.112], [2.484, -0.305, -0.102], [2.477, 0.968, -0.078], [-0.041, -1.027, 0.220], [3.360, 1.478, -0.425], [-2.494, 0.455, -1.089], [-3.093, 0.411, 0.628], [-2.711, -1.125, 0.051], [1.643, 1.672, 0.188], [1.261, -1.971, -0.762], [-0.349, 0.855, -0.198], [1.785, -1.798, 1.086]]}

---

{"formula": "C6H8AgCl4Ni2O14P2Sn", "method": "ωB97M-V/def2-TZVPD", "e_lumo_ev": [2.3, 2.3], "charge": -2, "e_homo_ev": [-1.560, -1.565], "fmax_ev_per_a": 7.8, "gap_ev": [3.823, 3.819], "spin_multiplicity": 6, "species": ["Sn", "Ag", "Ni", "Ni", "Cl", "Cl", "Cl", "Cl", "P", "P", "O", "O", "O", "O", "O", "O", "O", "O", "O", "O", "O", "O", "O", "O", "C", "C", "C", "C", "C", "C", "H", "H", "H", "H", "H", "H", "H", "H"], "coordinates": [[1.607, -3.011, -3.381], [0.930, -1.632, 0.583], [-2.113, -1.969, -0.972], [1.985, 0.694, -1.693], [-0.611, 4.886, -0.399], [-4.114, -1.713, 4.431], [-1.533, 0.487, 4.587], [-1.539, 3.339, 2.361], [-0.530, -0.073, -1.357], [2.603, 0.239, -4.217], [-1.021, -3.293, 0.456], [2.563, 1.568, 0.101], [2.858, -0.484, 0.009], [-1.523, -0.672, -2.372], [0.840, -3.713, -0.571], [-1.062, -3.585, -1.613], [3.085, -0.386, -2.960], [1.927, 0.147, 1.747], [-1.050, -0.586, 0.040], [0.149, 1.288, -1.668], [1.427, -0.461, -4.925], [0.708, -1.036, -1.498], [2.088, 1.570, -3.575], [3.584, 0.896, -5.188], [-2.697, -1.703, 3.402], [2.717, 0.489, 0.803], [-0.419, -3.884, -0.489], [-0.585, 2.633, 1.051], [-2.205, -0.301, 3.136], [0.370, 3.586, 0.360], [0.999, 3.105, -0.385], [0.071, 1.830, 1.416], [-1.884, -2.259, 3.862], [1.087, 4.020, 1.056], [-1.585, -0.264, 2.240], [-2.986, 0.393, 2.817], [-1.138, 2.022, 0.339], [-3.002, -2.162, 2.464]]}